{
  "formula": "C7H10",
  "method": "ωB97M-V with the def2-TZVPD basis set",
  "energy_ha": -272.56475,
  "homo_lumo_gap_ev": 9.38,
  "e_above_lowest_kcal_mol": 96.2,
  "smiles": "C=C/C=C/C(=C)C",
  "symbols": ["C", "C", "C", "C", "C", "C", "C", "H", "H", "H", "H", "H", "H", "H", "H", "H", "H"],
  "coordinates": [[-1.304, 1.924, 2.450], [-0.470, 1.080, 1.891], [0.209, 0.896, 0.644], [0.360, -0.382, 0.300], [0.754, -0.722, -1.158], [1.973, -1.119, -1.437], [-0.518, -1.036, -1.875], [-1.985, 1.616, 3.286], [-1.294, 3.103, 2.405], [-0.384, 0.166, 2.543], [0.254, 1.577, -0.192], [0.232, -1.272, 0.910], [2.767, -1.496, -0.788], [2.075, -0.863, -2.555], [-1.407, -0.523, -1.556], [-0.821, -2.133, -1.958], [-0.441, -0.816, -2.909]]
}